2 unconnected molecules or ions with the total composition C23H54BN4O10P2 at a distorted geometry, computed with the ωB97M-V functional and the def2-TZVPD basis.

```
! RIJCOSX wB97M-V def2-TZVPD def2/J DEFGRID3
* xyz 1 1
C 4.7402 -1.3219 1.8195
C 4.4177 -0.7102 0.4582
O 3.0355 -0.7604 0.0949
C 2.5483 -2.0744 -0.0591
C 1.3399 -2.0883 -0.9450
N 1.4243 -1.6859 -2.3740
C 2.6667 -1.2044 -2.9946
C 3.1734 -2.0874 -4.1548
C 3.9415 -3.3449 -3.7225
C 5.1623 -3.0486 -2.8132
C 3.0443 -4.4509 -3.1123
C 0.2494 -1.1611 -2.7080
N 0.0119 -0.2843 -3.6905
N -0.6943 -1.6583 -1.7992
C -2.0717 -1.1646 -1.9241
C -2.9444 -2.2990 -2.4993
C -3.3473 -3.3042 -1.3791
C -2.6360 -4.6559 -1.5637
C -2.6713 -5.5315 -0.3113
O -1.7574 -6.6155 -0.4358
C -1.0084 -6.8557 0.7412
C 0.0214 -1.3909 -0.5178
B -0.5280 -2.1478 0.8177
O -1.4358 -1.5030 1.5891
O -0.1160 -3.4093 1.2087
P 0.1935 0.3773 0.0153
N 0.8517 0.4794 1.4144
O -1.2716 1.0212 0.0643
O 1.0903 1.2302 -1.0263
H 5.7720 -1.6800 1.8193
H 4.6190 -0.5793 2.6079
H 4.1138 -2.1745 2.0867
H 4.9940 -1.1648 -0.3602
H 4.6714 0.3503 0.4929
H 2.3755 -2.6049 0.8796
H 3.3360 -2.6555 -0.5738
H 1.0538 -3.1500 -0.9999
H 3.4922 -1.0300 -2.3080
H 2.4536 -0.2385 -3.4590
H 3.8751 -1.4800 -4.7365
H 2.3560 -2.3495 -4.8340
H 4.3535 -3.7806 -4.6367
H 6.0286 -3.5694 -3.2281
H 5.0410 -3.4638 -1.8102
H 5.4265 -1.9891 -2.7620
H 2.7132 -5.1087 -3.9196
H 2.1579 -4.0599 -2.6105
H 3.6135 -5.0756 -2.4223
H 0.5078 0.5950 -3.6487
H -0.6596 -0.4078 -4.4283
H -2.5041 -0.9116 -0.9585
H -2.1741 -0.2948 -2.5787
H -3.8827 -1.8862 -2.8794
H -2.4466 -2.8108 -3.3274
H -4.4284 -3.4573 -1.4233
H -3.1521 -2.8553 -0.3979
H -1.6175 -4.4803 -1.9271
H -3.1780 -5.2035 -2.3397
H -3.6717 -5.9829 -0.2767
H -2.5270 -4.9577 0.6131
H -0.8056 -7.9267 0.8143
H -1.5298 -6.5665 1.6582
H -0.0246 -6.3647 0.6889
H -1.6662 -2.0329 2.3624
H -0.4878 -4.1200 0.6715
H 0.2583 0.8992 2.1178
H -1.4398 1.3723 0.9466
H 1.9576 0.7881 -1.0698
O -3.3078 4.5316 3.3675
P -2.8796 5.8526 2.8332
O -1.2441 5.8120 2.9041
C -0.5648 4.6746 2.3897
C -0.6032 4.6166 0.8732
O -3.2338 6.8279 4.1003
C -4.2659 6.4795 5.0304
C -3.6671 5.9298 6.3097
O -3.0171 7.0625 1.7779
C -2.2676 8.2805 1.9572
C -1.1760 8.3964 0.9175
H -0.9830 3.7590 2.8178
H 0.4682 4.7432 2.7317
H -1.6303 4.6507 0.4981
H -0.1293 3.6989 0.5164
H -0.0738 5.4631 0.4362
H -4.9638 5.7694 4.5891
H -4.8255 7.3913 5.2445
H -2.9165 5.1680 6.1008
H -4.4404 5.4972 6.9460
H -3.1675 6.7244 6.8661
H -1.8513 8.3614 2.9573
H -2.9810 9.0957 1.8337
H -0.3851 7.6696 1.0997
H -0.7298 9.3911 0.9493
H -1.5687 8.2112 -0.0831
*
```

The total energy is -70413.890 eV. The calculation puts the orbital gap at 8.3 eV. The value obtained for the HOMO energy is -0.4226 Eh.